Entry 1:
Below is the molecule C4H10N2S2, with properties calculated with wB97M-V/def2-TZVPD.

Values from the calculation:
* LUMO level: 0.70 eV
* spin multiplicity: 1
* structure (SMILES): C/N=C(/NS)[C@H](C)S

Last column: Mulliken charge in e.
Positions of all 18 atoms, in Å:
C 2.3274 -0.6281 -0.2814  -0.783
N 1.0612 -1.2925 -0.5068  -0.644
C -0.0320 -0.6476 -0.3903  0.562
N -1.1972 -1.3450 -0.7849  -0.259
S -2.6395 -1.3352 0.1462  -0.171
C -0.1509 0.8098 0.0412  -0.062
C -0.3851 0.9647 1.5476  -1.250
S -1.4087 1.7782 -0.8612  -0.203
H 2.4174 -0.1831 0.7393  0.246
H 2.5345 0.1726 -1.0348  0.299
H 3.1379 -1.3696 -0.3715  0.277
H -0.9152 -2.2828 -1.0895  0.344
H -3.3524 -0.5856 -0.6772  0.143
H 0.8042 1.2718 -0.1910  0.315
H -1.3640 0.5926 1.8367  0.349
H -0.3043 2.0234 1.8313  0.384
H 0.3430 0.4038 2.1049  0.314
H -0.8762 1.6527 -2.0586  0.139



Entry 2:
Below is a structure of composition BrH6MnO3 in a non-equilibrium geometry, with properties calculated with wB97M-V/def2-TZVPD.

Values from the calculation:
* charge: +1
* LUMO level (alpha / beta): -6.93 / -7.62 eV
* spin multiplicity: 6

Last column: Mulliken spin population.
Positions of all 11 atoms, in Å:
Mn -2.2883 -1.0451 0.4428  4.727
Br -0.5833 -0.5078 -0.0832  0.212
O -1.3210 1.8454 -0.1542  0.052
H -0.9161 1.0551 -0.5118  -0.016
H -1.8403 2.1972 -0.8772  0.009
O 0.9055 -1.2595 1.6227  0.059
H 1.6686 -0.7837 1.2949  -0.003
H 0.1773 -0.9426 1.0883  -0.040
O 1.5988 -0.3618 -1.2271  0.011
H 0.7099 -0.5549 -0.9291  -0.010
H 1.8890 0.3576 -0.6662  -0.001



Entry 3:
Below is the molecule C9H22NO6PSi in a non-equilibrium geometry, with properties calculated with wB97M-V/def2-TZVPD.

Values from the calculation:
* LUMO level: 0.49 eV
* spin multiplicity: 1
* structure (SMILES): CN(C)C(=O)CO[P@](=O)(O)OCCO[Si](C)(C)C

Last column: Mulliken charge in e.
Positions of all 40 atoms, in Å:
C 1.9138 1.9680 1.2601  -0.820
N 2.4326 2.2291 -0.0811  0.032
C 1.4379 1.9384 -1.1301  -0.520
C 3.6276 1.4815 -0.3663  0.000
O 4.5624 2.0349 -0.8438  -0.508
C 3.7440 -0.0513 -0.1009  -0.435
O 2.7216 -0.7805 -0.7865  -0.172
P 2.2458 -2.1125 0.0128  0.999
O 2.0740 -1.9335 1.4557  -0.624
O 3.4014 -3.2401 -0.2218  -0.567
O 0.9130 -2.5992 -0.7465  -0.413
C -0.2186 -1.9065 -0.1049  0.518
C -1.3812 -1.8121 -1.1221  -0.625
O -2.6505 -1.7487 -0.4926  -0.512
Si -3.1240 -0.2139 0.0662  0.539
C -1.7804 1.1111 -0.0109  -1.010
C -4.6236 0.4898 -0.8825  -1.141
C -3.5984 -0.4486 1.8990  -1.018
H 1.5529 0.9265 1.4021  0.245
H 2.6893 2.2050 2.0045  0.339
H 1.0584 2.6312 1.4749  0.308
H 0.9976 0.9392 -0.9430  -0.028
H 0.6202 2.6771 -1.1099  0.333
H 1.9034 1.9095 -2.1260  0.362
H 4.7452 -0.3390 -0.4600  0.378
H 3.7356 -0.1776 0.9964  0.489
H 4.2020 -2.8129 0.1263  0.367
H 0.1342 -0.8931 0.1404  -0.347
H -0.4942 -2.4889 0.7824  0.344
H -1.3549 -2.7738 -1.6712  0.424
H -1.2159 -1.0319 -1.8839  0.231
H -1.0137 1.0081 0.7790  0.229
H -2.2634 2.0884 0.1854  0.486
H -1.2955 1.2172 -0.9963  0.266
H -5.4470 0.6507 -0.1695  0.307
H -4.9064 -0.1238 -1.7491  0.307
H -4.3444 1.4877 -1.2677  0.344
H -2.8968 -1.1815 2.3320  0.266
H -3.4790 0.5174 2.4113  0.332
H -4.6252 -0.8411 1.9380  0.296



Entry 4:
Below is a structure of composition C20H12Cl40F7InO7S in a non-equilibrium geometry, with properties calculated with wB97M-V/def2-TZVPD.

Values from the calculation:
* charge: -2
* LUMO level: 2.38 eV
* spin multiplicity: 1

Last column: Mulliken charge in e.
Positions of all 88 atoms, in Å:
O -0.8106 -3.8354 0.9968  -0.472
C -0.0132 -3.3229 0.2986  0.393
O 1.2586 -3.0179 0.7840  -0.405
C -0.3886 -3.0430 -1.1910  -0.469
C 0.1282 -1.6330 -1.6515  0.829
C -0.9835 -0.5715 -1.9413  -1.641
In -2.1490 0.2054 -0.1818  0.576
C -3.7939 1.5029 -1.0410  -0.507
C -4.9738 1.5709 -0.0185  -0.565
O -4.4476 2.0378 1.2423  -0.444
C -3.1922 -1.4889 0.8691  0.476
O -3.7830 -2.3107 0.1516  -0.737
O -3.1351 -1.5453 2.1279  -0.761
S -0.8239 1.7181 1.3743  0.864
O -1.1771 1.3386 2.7498  -0.647
O -1.1974 3.1466 1.2277  -0.391
C 1.0526 1.5438 1.3033  0.048
F 1.5293 2.0508 2.4907  -0.301
F 1.3595 0.2243 1.3104  -0.265
C 1.7831 2.3460 0.1661  0.741
F 2.4564 3.3970 0.7281  -0.267
F 0.9422 2.8386 -0.7614  -0.228
C 2.8580 1.5195 -0.6145  0.545
F 3.7352 0.8885 0.1683  -0.259
F 2.2746 0.7173 -1.5005  -0.156
F 3.5900 2.4102 -1.3450  -0.317
H 1.9374 -3.5234 0.3140  0.283
H 0.1717 -3.8270 -1.7598  0.134
H -1.4751 -3.1940 -1.3151  0.360
H 0.6638 -1.7954 -2.6250  -0.073
H 0.9016 -1.2951 -0.9368  -0.056
H -1.6865 -1.0284 -2.6748  0.412
H -0.4810 0.2878 -2.4433  0.363
H -4.1323 1.1586 -2.0422  0.296
H -3.4360 2.5559 -1.1666  0.016
H -5.3255 0.5216 0.1007  0.322
H -5.7821 2.2510 -0.3626  0.292
H -4.5133 1.2830 1.8487  0.309
C -0.9863 6.7749 -0.9457  0.216
Cl -1.7870 7.9724 0.0956  -0.141
Cl 0.0917 5.7745 0.0202  0.108
Cl -2.2077 5.7518 -1.7102  -0.082
Cl -0.0511 7.6223 -2.2002  -0.146
C 3.8155 7.7687 1.3639  0.183
Cl 5.5601 7.8439 1.6808  -0.044
Cl 3.3241 6.0876 1.1652  0.067
Cl 2.9355 8.4863 2.7234  -0.110
Cl 3.4486 8.6706 -0.1178  -0.103
C -2.2360 5.2747 4.1180  0.223
Cl -3.5237 4.1370 3.7346  -0.035
Cl -1.9163 6.2940 2.7057  -0.032
Cl -2.7333 6.3050 5.4864  -0.155
Cl -0.7682 4.3906 4.5518  -0.084
C 3.8637 -2.4759 -2.9764  0.303
Cl 2.7062 -3.7810 -2.6607  -0.106
Cl 5.4516 -3.1774 -3.3506  -0.132
Cl 3.3087 -1.5054 -4.3490  -0.080
Cl 3.9901 -1.4481 -1.5482  -0.034
C -1.8500 -5.0359 4.9091  0.156
Cl -2.9530 -4.9849 6.3061  -0.161
Cl -2.0719 -3.6004 3.9255  0.126
Cl -0.1702 -5.1145 5.4929  -0.052
Cl -2.1995 -6.4833 3.9407  -0.078
C 2.0644 -6.0324 8.7144  0.342
Cl 2.9268 -5.3733 7.3180  -0.082
Cl 1.3198 -7.5767 8.2735  -0.087
Cl 3.2079 -6.2878 10.0483  -0.130
Cl 0.8093 -4.8964 9.2231  -0.070
C 1.3948 -3.3016 -7.4349  0.282
Cl 1.8885 -1.6620 -7.9004  -0.140
Cl -0.2628 -3.5911 -7.9830  -0.074
Cl 2.4826 -4.4812 -8.1914  -0.116
Cl 1.4775 -3.4628 -5.6803  0.001
C -5.0828 -9.7742 3.9899  0.369
Cl -3.5069 -9.4569 3.2571  -0.081
Cl -5.6517 -8.3187 4.8143  -0.076
Cl -6.2413 -10.2315 2.7285  -0.108
Cl -4.9347 -11.0992 5.1615  -0.117
C 8.4720 7.5539 -1.0570  0.362
Cl 9.0028 9.1890 -1.4900  -0.111
Cl 6.8178 7.3014 -1.6242  -0.047
Cl 9.5445 6.3657 -1.8165  -0.107
Cl 8.5345 7.3619 0.7027  -0.107
C -3.2486 -1.1696 -9.6176  0.327
Cl -1.5106 -1.0613 -9.3139  -0.026
Cl -3.7101 -2.8731 -9.7859  -0.112
Cl -4.1303 -0.4510 -8.2649  -0.074
Cl -3.6462 -0.3010 -11.1123  -0.119



Entry 5:
Below is a cluster of 2 separate species, CH4NOS in total in a non-equilibrium geometry, with properties calculated with wB97M-V/def2-TZVPD.

Values from the calculation:
* charge: -1
* LUMO level: 4.24 eV
* spin multiplicity: 1

Last column: Mulliken charge in e.
Positions of all 8 atoms, in Å:
S -2.3928 0.1142 0.7382  -0.877
H -2.3596 1.4282 1.1483  -0.028
C 1.2276 0.1323 0.0096  0.231
N 0.3536 -0.7322 -0.6403  -0.153
O 2.4968 0.1757 -0.1306  -0.660
H 0.7494 0.8693 0.6442  0.241
H 0.5268 -1.4593 -1.2960  0.209
H -0.6016 -0.5282 -0.4734  0.036



Entry 6:
Below is the molecule C15H20N2O in a non-equilibrium geometry, with properties calculated with wB97M-V/def2-TZVPD.

Values from the calculation:
* LUMO level: 0.80 eV
* spin multiplicity: 1
* structure (SMILES): CC(=O)N(C)C1=CCC2=C3C(=CCC2)CCCN13

Last column: Mulliken charge in e.
Positions of all 38 atoms, in Å:
C -0.4733 -0.3886 -3.1539  -0.912
C -1.5355 -1.3745 -2.6742  0.668
O -2.2892 -1.8537 -3.4996  -0.620
N -1.6561 -1.7500 -1.2675  0.312
C -2.5170 -2.8818 -0.8178  -0.996
C -0.6947 -1.2325 -0.4168  0.066
C 0.2160 -2.2160 -0.0632  -0.794
C 1.5536 -1.8868 0.5240  -0.901
C 1.5989 -0.4138 1.0573  0.080
C 0.5030 0.4829 0.8212  0.506
C 0.7074 1.8987 1.2761  0.384
C 1.8769 2.3732 1.6522  -0.553
C 3.1041 1.4803 1.4729  -0.787
C 2.8205 0.0768 1.9217  -1.128
C -0.5089 2.9983 1.1350  -0.803
C -1.5972 2.3815 0.2498  -0.928
C -1.7837 0.8251 0.3924  -0.798
N -0.6499 0.0223 0.1695  0.489
H -0.4462 -0.3992 -4.2758  0.318
H 0.4978 -0.7847 -2.7887  0.292
H -0.7257 0.6037 -3.0027  0.231
H -1.8794 -3.7223 -0.5691  0.338
H -3.1015 -2.6186 0.0489  0.303
H -3.1958 -3.4205 -1.4956  0.345
H 0.0559 -3.2883 -0.2617  0.201
H 2.2181 -1.9962 -0.3028  0.308
H 1.7783 -2.6084 1.2803  0.419
H 1.9217 3.4340 2.0050  0.349
H 3.4331 1.4490 0.4624  0.317
H 4.0041 1.8504 2.0770  0.337
H 3.7370 -0.4268 1.7892  0.381
H 2.5602 -0.0035 2.9473  0.383
H -0.9880 3.1130 2.1029  0.332
H -0.1109 4.0375 0.7043  0.319
H -1.1697 2.3705 -0.7311  0.287
H -2.6061 2.8093 0.3228  0.388
H -2.4842 0.5199 -0.4448  0.442
H -2.1739 0.5400 1.3531  0.425



Entry 7:
Below is a structure of composition C23H24BeN8S2 in a non-equilibrium geometry, with properties calculated with wB97M-V/def2-TZVPD.

Values from the calculation:
* LUMO level (alpha / beta): -1.45 / -1.99 eV
* spin multiplicity: 1

Last column: Mulliken charge in e.
Positions of all 58 atoms, in Å:
Be 0.2330 1.3478 0.8702  -1.212
C -6.2637 0.1412 -0.9937  -1.037
C -5.4334 -0.1103 0.2951  -0.516
N -4.6793 0.9701 0.8223  -0.218
C -3.3624 1.1221 0.4266  0.269
S -2.9204 0.7585 -1.2078  -0.404
N -2.5525 1.5775 1.4169  -1.046
N -1.3545 2.0447 0.9791  1.035
C -1.3022 3.2740 0.4669  0.396
C -2.2225 4.3905 0.7612  -1.348
C -0.1113 3.5029 -0.3067  0.806
C 0.1469 4.5171 -1.2143  -0.756
C 1.3337 4.5417 -1.9671  -0.456
C 2.2314 3.4772 -1.8187  -0.865
C 1.8632 2.3924 -0.9874  0.382
N 0.7403 2.4340 -0.2648  0.339
H -7.2148 0.6578 -0.8016  0.317
H -6.4484 -0.8007 -1.5843  0.286
H -5.6305 0.7530 -1.6292  0.265
H -4.7125 -0.9382 0.1122  0.188
H -6.1396 -0.4442 1.0917  0.477
H -4.9413 1.2616 1.7621  0.311
H -3.2688 4.1083 0.8880  0.340
H -2.1386 5.1666 -0.0097  0.356
H -1.9407 4.8287 1.7071  0.267
H -0.6723 5.2188 -1.4039  0.225
H 1.5667 5.4558 -2.4682  0.443
H 3.2181 3.4310 -2.3203  0.359
H 2.4467 1.4601 -0.8827  0.346
S 2.1201 1.1073 2.7873  -0.416
C 2.7821 0.1042 1.5868  0.542
N 4.0691 -0.2440 1.7245  -1.063
N 4.2105 -1.5316 1.4448  0.344
C 4.4514 -2.1365 0.2238  0.430
C 4.2711 -3.5199 0.1071  -0.575
C 3.8984 -4.0510 -1.0891  -0.526
C 4.0503 -3.2768 -2.2826  -0.400
C 4.5286 -1.9912 -2.1781  -0.526
C 4.7166 -1.4058 -0.9441  0.045
N 2.0319 -0.3649 0.5514  -0.494
N 0.6880 -0.2605 0.7771  0.725
C 0.0019 -1.4521 0.8696  0.255
C 0.6369 -2.6514 0.3599  -0.076
C 0.0569 -3.8819 0.5691  -0.552
C -1.2502 -3.9400 1.0976  -0.497
C -1.9309 -2.7889 1.3980  -0.603
C -1.2853 -1.5610 1.4906  -0.268
H 4.3758 -2.1021 2.2312  0.237
H 4.3804 -4.1337 1.0228  0.313
H 3.4703 -5.0518 -1.1414  0.441
H 3.8507 -3.7306 -3.2663  0.368
H 4.6586 -1.3880 -3.1145  0.314
H 5.1023 -0.3699 -0.9078  0.464
H 1.5409 -2.5000 -0.2244  0.435
H 0.5229 -4.8085 0.2425  0.373
H -1.7314 -4.9359 1.2009  0.330
H -2.9500 -2.9492 1.6998  0.378
H -1.7382 -0.7245 2.0245  0.455



Entry 8:
Below is a structure of composition C14H11F6N7O9S7Sr in a non-equilibrium geometry, with properties calculated with wB97M-V/def2-TZVPD.

Values from the calculation:
* charge: -2
* LUMO level: 3.94 eV
* spin multiplicity: 1

Last column: Mulliken charge in e.
Positions of all 55 atoms, in Å:
Sr -0.5577 0.1039 1.9298  1.352
O -7.5073 0.8020 3.5927  -0.675
C -6.3106 0.8778 3.3890  0.573
S -5.5882 1.4712 1.9006  -0.235
C -3.8825 1.2771 2.3345  0.126
C -3.6347 0.7641 3.5591  0.014
S -2.1431 0.3996 4.4070  -0.507
S -5.0689 0.3687 4.5224  -0.220
S -2.7952 1.8300 1.0692  -0.561
C 2.0297 -0.9208 -1.6948  -0.692
C 2.5585 -0.0231 -0.6305  0.085
N 1.8265 0.5939 0.2779  0.137
C 2.7013 1.3314 1.0477  0.648
C 3.9767 1.1494 0.5879  -0.339
N 3.8591 0.2917 -0.4805  0.039
C 5.3158 1.6590 0.9597  0.532
O 5.3673 2.4736 1.9737  -0.589
O 6.2878 1.3146 0.3074  -0.698
C 2.2111 2.1099 2.2442  0.433
O 3.0496 2.7899 2.8864  -0.887
O 0.9950 1.9847 2.4843  -0.579
H 1.1513 -0.4654 -2.1527  0.042
H 1.7350 -1.8807 -1.2722  -0.116
H 2.7811 -1.0978 -2.4648  0.402
H 4.6449 -0.0264 -1.0235  0.210
H 4.4015 2.6287 2.3747  0.469
C -1.7301 1.9327 -4.1965  -1.040
C -1.0279 3.0404 -3.5069  0.993
N -0.8697 4.2398 -3.9664  -0.883
N -0.1804 4.8809 -2.9642  0.201
C 0.0885 4.1120 -1.8875  0.136
S 0.9411 4.4661 -0.5164  -0.437
N -0.4793 2.9144 -2.2569  0.365
N -0.5109 1.7374 -1.5238  -0.351
H -1.9647 2.2429 -5.2118  0.358
H -2.6505 1.6786 -3.6697  0.240
H -1.1077 1.0386 -4.2076  0.212
H 0.0863 5.8430 -3.0514  0.175
H 0.3553 1.6622 -0.9919  0.105
H -1.3008 1.7512 -0.8775  -0.037
F -3.0802 -2.1660 2.1234  -0.126
C -2.5144 -3.3069 1.7546  0.603
F -3.2497 -3.8761 0.7980  -0.222
F -2.4465 -4.1289 2.7975  -0.223
S -0.8295 -2.9172 1.1321  1.330
O -1.0400 -1.8461 0.1893  -0.726
O -0.0754 -2.4641 2.2790  -0.858
N -0.4284 -4.2831 0.5493  -0.438
S 1.0000 -4.8765 0.2902  0.919
O 1.9937 -3.9010 -0.0610  -0.611
O 1.3401 -5.9165 1.2102  -0.632
C 0.6277 -5.7470 -1.2874  0.676
F 0.3076 -4.8807 -2.2465  -0.222
F -0.3721 -6.6156 -1.1498  -0.240
F 1.7136 -6.4218 -1.6794  -0.233



| no. | E_tot (Ha) |
| --- | --- |
| 1 | -1064.26284 |
| 2 | -3953.69829 |
| 3 | -1493.29943 |
| 4 | -20990.88709 |
| 5 | -568.73807 |
| 6 | -768.19832 |
| 7 | -2139.89090 |
| 8 | -5018.14857 |